#i
Density functional theory data (wB97M-V/def2-TZVPD) for a 2-piece molecular cluster, H2NO3S overall.

Structure (XYZ):
```
7
Properties=species:S:1:pos:R:3:lowdin_charge:R:1
N -0.276 -0.424 -0.367 -0.134
O 1.780 -1.065 -0.048 -0.522
O 1.613 1.308 -0.169 -0.520
O -2.069 0.243 0.122 -0.228
S 1.049 0.151 0.465 0.493
H -0.417 -1.242 0.169 -0.008
H -1.680 1.028 -0.173 -0.081
```

Results
net charge	-1
LUMO (alpha / beta)	0.130 / 0.130	Ha

#ii
Density functional theory data (wB97M-V/def2-TZVPD) for H2NO3S as an isolated structure.

Structure (XYZ):
```
7
Properties=species:S:1:pos:R:3:lowdin_charge:R:1
N -0.079 0.025 -0.962 -0.309
O -0.038 0.123 -2.368 -0.449
O -0.157 0.947 1.685 -0.543
O 0.772 -1.384 1.683 -0.548
S 0.878 0.015 1.210 0.749
H -0.615 0.907 -0.702 0.058
H -0.762 -0.633 -0.547 0.041
```

Results
net charge	-1
LUMO (alpha / beta)	0.140 / 0.140	Ha

Most stable to least stable, the ends of the list are #ii and #i.

#i
Density functional theory data (wB97M-V/def2-TZVPD) for a 3-piece molecular cluster, C4H10O3 overall.

Structure (XYZ):
```
17
Properties=species:S:1:pos:R:3:lowdin_charge:R:1
C 1.021 1.694 0.035 0.063
C 0.678 0.406 0.112 -0.430
O -0.500 0.056 0.733 -0.010
C 1.548 -0.691 -0.366 -0.119
C 2.348 -0.474 -1.419 0.032
H 0.346 2.464 0.525 0.098
H 1.986 1.902 -0.330 0.042
H -0.812 -0.912 0.591 0.140
H 1.591 -1.586 0.238 0.087
H 2.361 0.415 -1.989 0.049
H 3.218 -1.042 -1.740 0.064
H -5.321 2.144 0.595 0.036
H -4.335 3.020 1.527 0.025
O -4.838 2.971 0.717 -0.061
H 0.719 -3.188 -0.354 0.007
H -0.214 -3.385 0.938 0.025
O 0.204 -3.796 0.185 -0.049
```

Results
net charge	0
LUMO	0.013	Ha

#ii
Density functional theory data (wB97M-V/def2-TZVPD) for C4H10O3 as an isolated structure.

Structure (XYZ):
```
17
Properties=species:S:1:pos:R:3:lowdin_charge:R:1
O -0.195 0.709 -2.485 0.105
C 0.075 1.229 -1.423 -0.657
O 0.643 2.181 -1.027 0.129
C -0.295 0.032 -0.073 -0.071
C -0.003 -1.407 -0.441 -0.256
C 0.130 -2.347 0.735 -0.107
H -0.921 0.479 -1.080 0.178
H -1.252 0.176 0.459 0.140
H 0.405 0.500 0.608 0.129
H -0.743 -1.757 -1.155 0.121
H 0.939 -1.408 -0.995 0.123
H -0.805 -2.448 1.296 0.077
H 0.928 -2.246 1.469 0.079
H 0.264 -3.364 0.351 0.076
H 0.629 2.827 0.669 -0.021
H -0.336 3.625 1.538 0.030
O 0.536 3.219 1.554 -0.073
```

Results
net charge	0
LUMO	0.018	Ha

Most stable to least stable, the ends of the list are #i and #ii.